# C7H30NO6

A 7-piece molecular cluster, C7H30NO6 overall at a distorted geometry (ωB97M-V/def2-TZVPD, the Open Molecules 2025 dataset).

XYZ file:
```
44
C7H30NO6 ωB97M-V/def2-TZVPD
N 14.72136 14.49392 6.18360
H 15.19632 13.68306 5.81343
H 15.35836 15.24872 6.39479
H 14.17328 14.10407 6.93708
H 14.09549 14.89882 5.50210
C 12.74928 11.47269 5.70396
O 12.84714 12.46855 6.68735
H 12.52578 10.52984 6.20315
H 12.00674 11.68989 4.93613
H 13.66217 11.35157 5.12081
H 12.14090 12.25183 7.30043
C 19.73596 14.63063 5.65825
C 19.52141 15.30110 4.26532
C 18.26251 14.73716 3.59891
O 19.18895 16.65069 4.54611
H 18.81934 14.31762 6.15820
H 20.37074 15.11791 6.39832
H 20.25524 13.69114 5.46902
H 20.34330 15.23811 3.55214
H 18.13102 15.25550 2.64911
H 17.39083 14.87691 4.23824
H 18.31863 13.66152 3.43173
H 20.01860 17.13250 4.57988
C 14.51610 12.78969 10.02017
C 14.00054 14.21251 10.01558
C 15.05194 15.34372 10.09998
O 13.40542 14.40186 8.79297
H 13.71602 12.04944 10.02067
H 15.07652 12.66727 10.94702
H 15.19380 12.52840 9.20743
H 13.25901 14.24212 10.81393
H 15.82952 15.22571 9.34530
H 15.48473 15.35121 11.10035
H 14.58076 16.31649 9.95920
H 12.58724 13.89969 8.79637
O 16.14123 12.33348 5.39505
H 15.83033 12.00236 4.55247
H 16.57720 11.58435 5.80121
O 16.88801 16.29710 6.27184
H 17.58315 16.48461 5.64108
H 17.25958 16.54365 7.11882
O 13.09624 15.47155 4.35153
H 13.35904 15.93692 3.55743
H 12.21524 15.79544 4.53907
```

Results
Relative energy (zero: lowest compared OMol25 entry of this formula, charge and spin) in kJ/mol: 32.98
E_HOMO in hartree: -0.4767
Charge: +1
Spin multiplicity: 1
Frontier orbital gap in eV: 10.53
LUMO energy in eV: -2.44

***

# C7H30NO8

A 9-piece molecular cluster, C7H30NO8 overall at a distorted geometry (ωB97M-V/def2-TZVPD, the Open Molecules 2025 dataset).

XYZ file:
```
46
C7H30NO8 ωB97M-V/def2-TZVPD
C -1.26945 1.62217 -2.91806
C -2.11492 0.71210 -2.09234
C -1.44096 -0.32685 -1.30634
C -1.91640 -1.56768 -1.20696
C -1.02618 -2.51325 -0.47451
C -0.62981 -2.28809 0.79176
C -0.19461 -3.20529 1.90582
N -0.18343 2.17577 -2.01657
H -1.87740 2.41016 -3.39407
H -0.57695 0.99666 -3.65033
H -2.85577 0.34081 -2.74677
H -2.73124 1.35066 -1.43088
H -0.59040 -0.05715 -0.62446
H -2.73603 -2.05472 -1.84843
H -0.75283 -3.35996 -1.03719
H -0.78563 -1.25593 1.18056
H 0.69407 -2.74583 2.37642
H 0.15914 -4.13800 1.49940
H -1.07796 -3.24869 2.55635
H 0.60041 1.50844 -2.02569
H -0.65495 2.47578 -1.06355
H 0.02328 3.04628 -2.46179
H 0.62487 -0.98347 2.17664
H 0.82379 -0.16198 3.57733
O 1.12436 -0.26954 2.63270
H 1.47229 1.10360 1.54900
H 2.35474 1.81162 0.50486
O 1.41208 1.55308 0.67120
H 3.41022 -2.93225 -1.60423
H 1.93651 -2.52830 -1.63973
O 2.90718 -2.11029 -1.49254
H -1.93378 3.23804 1.14884
H -2.37047 1.79338 0.85569
O -2.12578 2.62541 0.46465
H 0.73354 2.73719 1.50083
H 0.26420 4.30234 1.62765
O 0.35043 3.42887 2.05513
H 2.42613 0.68594 -0.66222
H 2.58419 -0.01977 -1.91170
O 2.25661 0.85506 -1.74658
H -3.04320 -1.70491 3.23091
H -3.20401 -2.29891 1.99656
O -2.62170 -1.64067 2.39428
H 3.18721 -0.43249 1.47652
H 3.03037 -1.38445 0.31591
O 3.40977 -0.48233 0.57708
```

Results
Relative energy (zero: lowest compared OMol25 entry of this formula, charge and spin) in kJ/mol: 390.94
E_HOMO in hartree: -0.4269
Charge: +1
Spin multiplicity: 1
Frontier orbital gap in eV: 9.19
LUMO energy in eV: -2.43

***

# C7H30O10

A 10-piece molecular cluster, C7H30O10 overall (ωB97M-V/def2-TZVPD, the Open Molecules 2025 dataset).

XYZ file:
```
47
C7H30O10 ωB97M-V/def2-TZVPD
O 1.23508 2.27270 2.59745
C 1.29353 2.44869 1.40179
C 0.55639 1.64422 0.38503
C 1.47835 0.52912 -0.12556
C 0.81878 -0.43779 -1.09641
C 0.07765 -0.00306 -2.11205
C -0.62609 -0.89079 -3.11062
C 1.07260 -1.90140 -0.84784
H 1.96778 3.23719 1.02694
H -0.34629 1.18871 0.78583
H 0.24383 2.30801 -0.41535
H 1.87645 -0.01110 0.74173
H 2.35087 0.95610 -0.62588
H -0.06959 1.06190 -2.26154
H -1.47590 -1.38810 -2.64342
H -0.98783 -0.32419 -3.96685
H 0.03685 -1.66134 -3.51458
H 1.07298 -2.11046 0.22396
H 0.29974 -2.53825 -1.26457
H 2.04130 -2.20329 -1.25454
H 5.44442 -0.56235 -1.09716
H 4.09303 -0.90411 -0.41589
O 4.53298 -0.82868 -1.26960
H -2.61895 -2.72818 1.35617
H -2.50322 -3.87178 2.37812
O -1.97398 -3.19619 1.94047
H -3.79520 -1.11190 0.26070
H -4.90183 -2.01092 0.87955
O -4.02180 -2.04658 0.49377
H 2.18689 2.08422 -2.60906
H 1.75027 3.49944 -3.05576
O 1.62030 2.84814 -2.35125
H 2.33299 0.00756 -3.38007
H 3.59955 0.12918 -2.50364
O 3.03824 0.61593 -3.14321
H -2.78178 0.69657 -0.63604
H -3.33461 1.13883 0.74391
O -3.53975 0.58385 -0.05239
H -3.60534 2.37507 2.68298
H -2.19502 1.69037 2.75224
O -2.86656 2.08666 2.13174
H 0.36401 -1.69198 3.27578
H -1.11557 -2.12050 3.04426
O -0.52230 -1.59881 3.63802
H -0.88823 0.12973 3.77098
H -0.20638 1.51239 3.44218
O -1.00865 1.09717 3.79971
```

Results
Relative energy (zero: lowest compared OMol25 entry of this formula, charge and spin) in kJ/mol: 0.00
E_HOMO in hartree: -0.3397
Spin multiplicity: 1
Frontier orbital gap in eV: 9.37
LUMO energy in eV: 0.13

***

# C7H30O10

A 10-piece molecular cluster, C7H30O10 overall at a distorted geometry (ωB97M-V/def2-TZVPD, the Open Molecules 2025 dataset).

XYZ file:
```
47
C7H30O10 ωB97M-V/def2-TZVPD
O 1.78181 0.96639 1.45275
C 1.44364 2.09570 1.12716
C 0.19318 2.19375 0.23939
C -0.94617 2.71304 1.02818
C -1.44906 1.93712 2.37419
C -2.75494 1.12920 2.03229
C -2.59164 -0.04217 1.17522
C -2.41790 -1.18404 1.82993
H 1.88947 2.93799 1.60350
H -0.20669 1.06278 0.00420
H 0.30969 2.41456 -0.71250
H -0.77546 3.80862 1.16496
H -1.94616 2.63587 0.37873
H -1.70836 2.63709 3.16225
H -0.74871 1.13109 2.67255
H -3.29644 2.08842 1.63160
H -3.26840 0.82499 2.91885
H -2.20259 0.22464 0.19401
H -2.16653 -2.07834 1.24024
H -2.55245 -1.20301 2.84157
H 1.47973 -1.19422 3.70814
H 1.05311 -0.78549 2.31490
O 0.60508 -1.11885 3.15825
H -3.04190 -0.76354 -2.73961
H -2.47813 -1.80956 -1.71422
O -2.18545 -1.02700 -2.29688
H 1.89008 -0.54857 -3.05615
H 0.46334 -0.30004 -2.76855
O 1.28879 0.11924 -2.65484
H -0.05999 4.54970 -1.63948
H 1.24079 4.14568 -2.27812
O 0.87453 4.61150 -1.58980
H 1.32714 -2.72250 -2.49241
H -0.35327 -2.54469 -2.53666
O 0.48495 -2.52326 -2.98923
H -2.06048 -4.44459 -2.00907
H -1.21984 -3.55698 -0.96369
O -2.11341 -3.61135 -1.43627
H 3.91649 -1.32433 0.59180
H 2.62224 -0.54701 0.49458
O 3.08562 -1.45173 0.28948
H 1.27688 -3.74324 0.57857
H -0.14549 -3.96434 1.05374
O 0.53311 -4.52381 0.69149
H 2.87456 1.42027 -1.16154
H 2.21524 1.63161 -2.55536
O 2.74616 1.92907 -1.97058
```

Results
Relative energy (zero: lowest compared OMol25 entry of this formula, charge and spin) in kJ/mol: 378.74
E_HOMO (alpha / beta) in hartree: -0.4945 / -0.4945
Charge: +1
Spin multiplicity: 2
Frontier orbital gap (alpha / beta) in eV: 8.97 / 4.50
Expectation value of S²: 0.76
LUMO energy (alpha / beta) in eV: -4.49 / -8.95

***

# C7H30O8

A 9-piece molecular cluster, C7H30O8 overall at a distorted geometry (ωB97M-V/def2-TZVPD, the Open Molecules 2025 dataset).

XYZ file:
```
45
C7H30O8 ωB97M-V/def2-TZVPD
C 4.54068 -0.26731 2.09672
C 3.39141 -0.29112 1.00638
C 2.08700 -0.29278 1.83633
C 1.49866 0.91078 2.64865
C -1.98606 2.24304 3.13356
C -0.70735 1.58222 3.44899
C 0.09104 1.37863 2.42092
H 5.44450 -0.55936 1.50339
H 4.69006 0.60166 2.64570
H 4.44813 -0.96413 2.86785
H 3.63262 0.31823 0.20404
H 3.45343 -1.25880 0.58322
H 1.95691 -1.05886 2.73275
H 1.43029 -0.79801 1.11897
H 1.92295 0.77522 3.67861
H 2.14426 1.88684 2.44118
H -2.57818 2.82538 3.86126
H -2.74426 1.68549 2.67447
H -1.77584 2.94512 2.25507
H -0.57228 1.14947 4.48014
H -0.21839 1.61456 1.44532
H -0.21126 -3.33432 -2.63400
H -0.40775 -1.86884 -2.81442
O -0.21919 -2.68390 -3.29380
H -1.38642 -3.13957 2.79568
H -2.88524 -2.79164 2.69524
O -2.07188 -2.76556 2.24281
H -1.84029 -0.29240 -2.06300
H -1.65149 -1.48452 -1.03971
O -1.15584 -0.91177 -1.52795
H 2.50375 0.10852 -1.64537
H 1.02133 0.34659 -1.87053
O 1.75432 0.76546 -1.46168
H -2.30142 0.50425 -3.96824
H -3.52243 0.69316 -2.99492
O -2.82570 0.11214 -3.26507
H -2.22713 -3.19859 0.43890
H -2.59043 -3.18732 -1.05796
O -2.74355 -3.61712 -0.29093
H 1.24365 2.95647 -2.85622
H 1.03952 2.37532 -1.44913
O 0.72386 3.12197 -2.06151
H -0.80383 2.41784 -2.87651
H -0.37051 1.32239 -3.71200
O -1.00409 1.95742 -3.71550
```

Results
Relative energy (zero: lowest compared OMol25 entry of this formula, charge and spin) in kJ/mol: 327.42
E_HOMO in hartree: -0.3268
Spin multiplicity: 1
Frontier orbital gap in eV: 9.08
LUMO energy in eV: 0.19